{"formula": "C45H63Cl2GeN5NiP3", "method": "the ωB97M-V functional and the def2-TZVPD basis", "s2": 0.810, "spin_multiplicity": 2, "total_energy_ev": -205609.14370, "homo_energy_ev": [-7.03, -6.98], "symbols": ["Ni", "C", "C", "C", "P", "C", "N", "Ge", "N", "C", "P", "C", "C", "C", "C", "C", "C", "C", "C", "C", "C", "C", "C", "N", "C", "C", "C", "C", "C", "C", "C", "C", "C", "C", "C", "C", "N", "C", "P", "C", "C", "C", "C", "C", "C", "C", "C", "C", "H", "H", "H", "H", "H", "H", "H", "H", "H", "H", "H", "H", "H", "H", "H", "H", "H", "H", "H", "H", "H", "H", "H", "H", "H", "H", "H", "H", "H", "H", "H", "H", "H", "H", "H", "H", "H", "H", "H", "H", "H", "H", "H", "H", "H", "H", "H", "H", "H", "H", "H", "H", "H", "H", "H", "H", "H", "H", "H", "H", "Cl", "C", "C", "C", "C", "C", "Cl", "C", "N", "H", "H", "H"], "xyz": [[0.60945, 0.45311, -0.21670], [3.43899, 1.48564, 1.96393], [3.66682, -0.01172, 1.73307], [4.35903, -0.63474, 2.94393], [2.09544, -0.85464, 1.16865], [1.21438, -1.16617, 2.78025], [0.58871, 0.01404, 3.30892], [0.07707, 1.55837, 1.88778], [0.43414, 3.52699, 1.43436], [0.94977, 3.93488, 0.15868], [0.79012, 2.64036, -1.13393], [1.84271, 3.39141, -2.49186], [3.25386, 3.70970, -1.97679], [1.28100, 4.62386, -3.19682], [-0.97182, 2.83541, -1.71758], [-1.62158, 4.21874, -1.69267], [-1.08949, 2.11810, -3.07053], [0.59250, 4.40539, 2.45793], [1.03148, 5.73387, 2.31049], [0.99381, 6.61673, 3.37436], [0.49119, 6.21482, 4.60168], [0.11516, 4.88983, 4.77605], [0.23924, 3.97484, 3.74641], [0.00853, 2.54116, 3.88602], [0.92784, 1.85593, 4.77580], [1.62370, 2.42917, 5.82416], [2.33661, 1.64190, 6.72015], [2.30931, 0.26390, 6.57792], [1.69818, -0.30970, 5.47805], [1.06396, 0.48062, 4.49997], [-1.36478, 2.29991, 4.34879], [-1.74601, 2.46665, 5.66666], [-3.08389, 2.39617, 6.02674], [-4.03343, 2.15877, 5.04640], [-3.64895, 1.89697, 3.74210], [-2.29476, 1.91599, 3.37444], [-1.82592, 1.55144, 2.13935], [-2.76013, 0.85401, 1.29284], [-2.00052, -0.10778, -0.09286], [-1.57178, -1.77697, 0.65342], [-1.73656, -2.89919, -0.37013], [-2.18496, -2.11596, 2.00954], [-3.57089, -0.47300, -1.04999], [-4.69561, -1.15892, -0.27279], [-4.13585, 0.78211, -1.71932], [2.69690, -2.59340, 0.84351], [1.53117, -3.45593, 0.35395], [3.83435, -2.65705, -0.17642], [4.39589, 1.98876, 2.11843], [2.82953, 1.65937, 2.85423], [2.94369, 1.94228, 1.10298], [4.33456, -0.11033, 0.87381], [3.76726, -0.50629, 3.85058], [5.31124, -0.12495, 3.10422], [4.56678, -1.69554, 2.79823], [1.96779, -1.56871, 3.45956], [0.47585, -1.95260, 2.59205], [2.02082, 4.17256, 0.23494], [0.43596, 4.83395, -0.20352], [1.93127, 2.58267, -3.22552], [3.28141, 4.69542, -1.51073], [3.95719, 3.71629, -2.81078], [3.60442, 2.97469, -1.25494], [1.10152, 5.44108, -2.49678], [0.35625, 4.41265, -3.72836], [2.01068, 4.97279, -3.93133], [-1.52399, 2.24431, -0.98470], [-1.15140, 4.93652, -2.36118], [-1.62249, 4.62833, -0.68140], [-2.66503, 4.11544, -2.00159], [-0.32230, 2.44325, -3.77380], [-2.05979, 2.30811, -3.53111], [-0.97128, 1.04154, -2.91981], [1.38515, 6.08600, 1.35153], [1.33137, 7.63625, 3.23647], [0.39878, 6.91361, 5.42144], [-0.29579, 4.59120, 5.72787], [1.62303, 3.49922, 5.95576], [2.86696, 2.10439, 7.54112], [2.77759, -0.36649, 7.32331], [1.67289, -1.38747, 5.38962], [-0.99782, 2.63590, 6.42929], [-3.37559, 2.54739, 7.05694], [-5.08555, 2.15856, 5.30146], [-4.41117, 1.69879, 3.00216], [-3.43705, 1.56943, 0.80453], [-3.36966, 0.16764, 1.89104], [-0.49434, -1.67087, 0.79901], [-2.78153, -3.14388, -0.56037], [-1.24742, -3.80525, -0.00664], [-1.26599, -2.61729, -1.31191], [-3.26957, -2.21448, 1.96760], [-1.93184, -1.35912, 2.75608], [-1.78308, -3.07365, 2.35361], [-3.23106, -1.14343, -1.84577], [-5.09887, -0.50403, 0.50147], [-4.38450, -2.09069, 0.19196], [-5.51047, -1.39151, -0.96319], [-4.58938, 1.45459, -0.98926], [-4.91633, 0.49765, -2.42802], [-3.36795, 1.32706, -2.26251], [3.05698, -2.98216, 1.80063], [1.04929, -2.98794, -0.50791], [0.78152, -3.60113, 1.13306], [1.89129, -4.43926, 0.04481], [3.50916, -2.26791, -1.14024], [4.13037, -3.69787, -0.32175], [4.71366, -2.09908, 0.14464], [3.62828, 0.31926, -1.97270], [2.74323, -0.64259, -3.08657], [3.40711, -1.11533, -4.19278], [2.74568, -1.90551, -5.12578], [1.40499, -2.21510, -4.94159], [0.73055, -1.75588, -3.83724], [-0.94272, -2.14423, -3.67331], [1.33253, -0.94148, -2.80607], [0.61584, -0.57272, -1.76923], [4.44772, -0.85629, -4.33810], [3.27397, -2.27679, -5.99246], [0.87813, -2.82318, -5.66451]], "lowdin_spin": [0.061, 0.000, 0.002, 0.001, 0.009, 0.002, -0.003, -0.007, -0.003, 0.003, 0.012, 0.002, 0.001, 0.001, 0.000, 0.000, 0.003, 0.000, 0.000, 0.000, 0.000, 0.000, 0.000, 0.000, 0.000, 0.000, 0.000, 0.000, 0.000, 0.000, 0.000, 0.000, 0.000, 0.000, 0.000, 0.000, -0.002, 0.000, -0.008, -0.001, 0.001, 0.000, -0.002, -0.001, 0.000, -0.001, 0.001, 0.000, 0.000, 0.000, 0.000, 0.000, 0.000, 0.000, 0.000, 0.000, 0.000, 0.000, 0.001, 0.000, 0.000, 0.000, 0.000, 0.000, 0.000, 0.000, 0.000, 0.000, 0.000, 0.000, 0.000, 0.000, 0.003, 0.000, 0.000, 0.000, 0.000, 0.000, 0.000, 0.000, 0.000, 0.000, 0.000, 0.000, 0.000, 0.000, 0.000, 0.000, 0.000, 0.000, 0.001, 0.000, 0.000, 0.000, 0.000, 0.000, 0.000, 0.000, 0.000, 0.000, 0.000, 0.000, 0.001, 0.000, 0.000, 0.000, 0.000, 0.000, 0.033, 0.132, -0.016, 0.164, -0.017, 0.134, 0.030, 0.021, 0.439, -0.004, 0.011, -0.004]}